[1]
The following is a DFT calculation (ωB97M-V with the def2-TZVPD basis set) of a molecular structure, C7H10BF7NbO.

Summary:
* E_LUMO: 0.038 hartree
* electronic energy: -30705.697 eV
* E_HOMO: -0.17587 hartree
* orbital gap: 5.83 eV
* charge: -1

Each line ends with the Löwdin charge.
Cartesian coordinates (Å):
C  -1.37795  3.79238  1.87779  -0.108
C  -0.81815  2.86085  0.96271  -0.350
Nb  0.33457  1.36007  -0.36517  1.265
B  -1.56321  0.13072  -0.71501  -0.532
O  -2.05374  -0.17072  -2.10572  -0.118
C  -2.53235  -0.47244  0.50684  -0.243
C  -1.69294  -0.98854  1.81720  -0.208
C  1.62328  -0.01834  -1.71312  -0.355
F  0.81660  -0.73157  -2.74535  -0.086
F  2.49117  0.94224  -2.49426  -0.132
C  2.65961  -0.96670  -0.87456  -0.162
F  3.74141  -1.48891  -1.78406  -0.013
F  3.38480  -0.08317  0.11376  -0.039
C  1.98628  -2.21156  -0.05752  -0.157
F  1.66010  -1.92428  1.36867  -0.002
F  0.80244  -2.83019  -0.69403  0.040
F  3.03702  -3.29653  -0.00935  -0.004
H  -1.63235  4.44043  2.84664  0.018
H  0.79078  0.47060  1.14092  -0.089
H  1.77642  2.50390  -0.23145  -0.118
H  -0.16260  2.36864  -1.82837  -0.108
H  -2.22784  0.76471  -2.47817  0.091
H  -3.11635  -1.39336  0.05260  0.099
H  -3.33746  0.33650  0.85693  0.113
H  -2.50193  -1.38108  2.59697  0.066
H  -1.12074  -0.11230  2.38598  0.058
H  -0.96689  -1.90131  1.56914  0.071

---

[2]
The following is a DFT calculation (ωB97M-V with the def2-TZVPD basis set) of C4H4N2O in the gas phase.

Summary:
* E_LUMO: -0.030 hartree
* electronic energy: -9238.970 eV
* E_HOMO: -0.34045 hartree
* orbital gap: 8.45 eV
* charge: 0
* structure (SMILES): N#C/C=C(/N)C=O

Each line ends with the Löwdin charge.
Cartesian coordinates (Å):
N  -3.17874  -0.09651  -0.02029  0.146
C  -2.05461  -0.42783  -0.05921  -0.245
C  -0.70445  -0.93104  -0.04220  -0.032
C  0.36615  -0.05498  -0.08214  -0.303
N  1.64127  -0.58382  -0.07998  0.082
C  0.21972  1.41609  -0.11325  -0.201
O  -0.81460  2.01321  0.05387  0.088
H  -0.66983  -2.02075  -0.11639  0.115
H  2.36650  0.11545  0.20055  0.112
H  1.67233  -1.41719  0.52174  0.112
H  1.15626  1.98737  -0.26272  0.126

---

[3]
The following is a DFT calculation (ωB97M-V with the def2-TZVPD basis set) of a molecular structure, C6H5NO.

Summary:
* E_LUMO: 0.012 hartree
* electronic energy: -9835.545 eV
* E_HOMO: -0.32309 hartree
* orbital gap: 9.12 eV
* charge: 0

Each line ends with the Löwdin charge.
Cartesian coordinates (Å):
C  1.67003  -0.54473  0.00346  -0.341
C  1.38664  1.13032  0.00764  0.018
C  -1.25662  0.82765  0.00054  -0.043
C  -1.81628  -0.57360  0.10413  -0.092
C  -0.80355  -1.58966  -0.23062  0.023
C  0.36069  -0.67793  -0.33173  -0.243
H  1.58615  1.95961  0.76925  0.124
H  1.58729  1.59441  -1.06628  0.138
H  -1.71161  1.86100  0.11103  0.127
H  -2.92223  -0.95910  0.84356  0.182
H  -0.87615  -2.67531  -0.08294  0.096
N  0.05277  0.60992  -0.26092  -0.135
O  2.74288  -0.96257  0.13288  0.145

---

[4]
The following is a DFT calculation (ωB97M-V with the def2-TZVPD basis set) of 2 unconnected molecules or ions with the total composition C4H13NOS.

Summary:
* E_LUMO: 0.029 hartree
* electronic energy: -18731.218 eV
* E_HOMO: -0.33481 hartree
* orbital gap: 9.89 eV
* charge: 0
* structure (SMILES): C[C@H](N)CCS.O

Each line ends with the Löwdin charge.
Cartesian coordinates (Å):
C  -1.89382  0.86169  2.09211  -0.081
C  -0.85117  0.52017  1.05452  -0.447
N  -0.65955  1.59488  0.04665  0.022
C  -1.28488  -0.80633  0.32906  -0.251
C  -0.87708  -0.96434  -1.11013  -0.557
S  0.90050  -1.03245  -1.46001  0.735
H  -2.83683  1.14740  1.61788  0.082
H  -2.18560  -0.03346  2.65639  0.079
H  -1.54843  1.59462  2.81716  0.076
H  0.14295  0.23844  1.40779  0.125
H  -0.20187  2.41685  0.41322  0.070
H  -1.60280  1.86942  -0.19164  0.070
H  -2.37846  -0.88060  0.43510  0.106
H  -0.98601  -1.56431  1.06533  0.113
H  -1.10327  -0.00783  -1.58471  0.047
H  -1.44467  -1.69262  -1.68083  0.069
H  1.09078  0.14556  -2.05377  -0.131
O  3.33309  0.37268  0.48198  -0.078
H  3.01386  1.24814  0.52241  -0.003
H  2.73515  -0.26928  0.05210  -0.047

---

[5]
The following is a DFT calculation (ωB97M-V with the def2-TZVPD basis set) of 2 unconnected molecules or ions with the total composition C2H4N2S.

Summary:
* E_LUMO: -0.023 hartree
* electronic energy: -15950.732 eV
* E_HOMO: -0.33423 hartree
* orbital gap: 8.47 eV
* charge: 0

Each line ends with the Löwdin charge.
Cartesian coordinates (Å):
C  -3.03692  -0.29292  0.48486  -0.113
C  1.76848  -0.32141  -0.49189  -0.348
N  -3.44363  -0.56572  -0.55047  0.039
N  0.10163  1.54127  0.56065  -0.467
S  1.46278  1.38780  0.04488  0.775
H  2.53554  -0.26337  -1.17304  -0.007
H  0.79237  -0.83838  -0.57285  0.059
H  2.20008  -0.70712  0.42102  0.021
H  -2.38035  0.05984  1.27683  0.040

---

[6]
The following is a DFT calculation (ωB97M-V with the def2-TZVPD basis set) of a molecular structure, C8H24CrO8S.

Summary:
* E_LUMO (spin up / spin down): -0.006 / -0.006 hartree
* electronic energy: -64321.012 eV
* E_HOMO (spin up / spin down): -0.26360 / -0.27437 hartree
* orbital gap (spin up / spin down): 7.00 / 7.29 eV
* 2S+1: 5
* charge: 0

Each line ends with the Löwdin charge.
Cartesian coordinates (Å):
Cr  26.63485  2.67664  29.05765  0.756
S  27.06085  1.47630  31.30823  0.131
O  28.39660  1.30681  31.82537  -0.330
O  26.93125  0.89922  29.99197  -0.375
O  26.05512  1.05692  32.25344  -0.325
O  26.84475  2.84756  31.02550  -0.376
C  28.49765  6.21807  28.12145  -0.078
C  27.65776  5.71073  29.24274  -0.238
O  26.76703  4.73261  28.68526  -0.146
H  29.47875  6.50383  28.50077  0.088
H  28.04179  7.09861  27.66876  0.080
H  28.62184  5.55038  27.26889  0.065
H  27.09778  6.50337  29.73897  0.131
H  28.30460  5.24623  29.98702  0.126
H  26.26628  5.21066  28.02019  0.101
C  22.70525  1.97780  27.43699  -0.056
C  23.26157  3.13361  28.30568  -0.258
O  24.36660  2.72107  29.09195  -0.108
H  21.81348  2.36905  26.94733  0.073
H  22.44086  1.07374  27.98552  0.084
H  23.31850  1.65019  26.59753  0.048
H  22.47937  3.52146  28.95823  0.119
H  23.55019  3.98553  27.69001  0.107
H  24.04803  2.47086  29.96230  0.118
C  30.40367  3.15997  26.98720  -0.042
C  29.71240  2.08044  27.88797  -0.266
O  28.89112  2.62999  28.87386  -0.107
H  30.41769  4.09855  27.54126  0.061
H  29.78609  3.22617  26.09147  0.055
H  31.39748  2.88079  26.63720  0.072
H  30.37154  1.27550  28.21310  0.130
H  28.96333  1.61867  27.24473  0.091
H  29.54272  2.92880  29.51240  0.119
C  26.56457  3.38434  25.60908  -0.076
C  26.19701  1.96787  25.77486  -0.228
O  26.48120  1.63604  27.17640  -0.125
H  26.49549  3.56669  24.53666  0.092
H  27.55471  3.74286  25.89050  0.069
H  25.80551  4.05279  26.01538  0.077
H  26.69931  1.26112  25.11434  0.130
H  25.14480  1.89016  25.50118  0.103
H  26.91463  0.78004  27.14466  0.108

---

[7]
The following is a DFT calculation (ωB97M-V with the def2-TZVPD basis set) of a gas-phase ion, C3H7OS (charge -1).

Summary:
* E_LUMO: 0.118 hartree
* electronic energy: -16106.667 eV
* E_HOMO: -0.08391 hartree
* orbital gap: 5.50 eV
* charge: -1
* structure (SMILES): [O-]CCCS

Each line ends with the Löwdin charge.
Cartesian coordinates (Å):
O  2.16146  -1.52533  0.40418  -0.359
C  1.19888  -1.04412  -0.37915  -0.606
C  0.16369  -0.16530  0.36839  -0.311
C  -0.70249  0.83628  -0.40609  -0.612
S  -1.72129  1.86292  0.68317  0.625
H  1.56196  -0.39916  -1.24889  0.074
H  0.62289  -1.83113  -0.95345  0.072
H  0.77126  0.36186  1.11075  0.091
H  -0.54502  -0.79117  0.92561  0.085
H  -0.08180  1.52316  -0.96561  0.052
H  -1.31714  0.25808  -1.08247  0.056
H  -2.11243  0.91392  1.54356  -0.166

---

[8]
The following is a DFT calculation (ωB97M-V with the def2-TZVPD basis set) of 12 unconnected molecules or ions with the total composition C5H35N2O12.

Summary:
* E_LUMO: -0.086 hartree
* electronic energy: -33296.806 eV
* E_HOMO: -0.44888 hartree
* orbital gap: 9.87 eV
* charge: +1

Each line ends with the Löwdin charge.
Cartesian coordinates (Å):
C  -3.06433  1.59833  1.96002  -0.228
O  -2.53585  1.43147  3.29132  -0.086
C  -2.24228  0.94863  0.86479  -0.378
C  -2.08312  1.95779  -0.28590  -0.117
C  -1.03932  1.25272  -1.16887  -0.063
C  -1.24320  1.40390  -2.47786  -0.067
N  -0.25675  0.82161  -3.43518  0.162
N  -2.69907  -0.42309  0.56933  0.055
H  -2.98650  2.69213  1.85503  0.118
H  -4.16307  1.34142  1.89239  0.144
H  -2.78923  0.49762  3.49644  0.037
H  -1.25757  0.78912  1.37880  0.150
H  -1.74943  2.92876  0.03769  0.117
H  -3.01298  2.20778  -0.80546  0.130
H  -0.34706  0.55471  -0.73563  0.091
H  -1.74943  2.24747  -2.93849  0.132
H  -0.58537  0.76707  -4.40529  0.165
H  0.50694  1.46797  -3.55556  0.122
H  -0.01875  -0.17845  -3.19456  0.103
H  -3.59552  -0.50048  0.12911  0.094
H  -2.12993  -0.79424  -0.18875  0.078
H  4.62771  1.14739  1.64891  0.094
H  3.84998  2.27617  0.90164  0.054
O  4.18432  1.38342  0.80292  -0.047
H  -0.10213  -2.34544  -1.77492  0.004
H  0.77571  -2.08983  -2.98591  0.050
O  0.29571  -1.56929  -2.25592  -0.130
H  2.65189  1.82284  -2.17888  0.040
H  1.76570  1.77981  -1.00689  0.018
O  1.71595  2.01612  -1.94247  -0.065
H  0.69516  2.02675  2.96792  0.045
H  1.03553  3.36666  2.32025  0.036
O  1.33521  2.46337  2.38522  -0.049
H  0.11756  -4.71135  -1.41313  0.091
H  -0.18408  -3.73984  -0.36966  -0.008
O  -0.36644  -3.85900  -1.32199  -0.071
H  -1.20860  -0.99453  3.83800  -0.014
H  -0.76641  -1.04291  5.25326  0.036
O  -0.45395  -0.73152  4.40108  -0.079
H  0.69640  -2.80584  1.57315  0.064
H  0.58902  -4.44446  1.58828  0.082
O  0.52569  -3.62162  1.09824  -0.015
H  2.83525  -1.09567  -3.94765  0.034
H  2.54955  -2.64737  -3.52970  0.060
O  2.22164  -1.84314  -3.92019  -0.050
H  2.59268  0.66797  0.98215  -0.011
H  1.68094  -0.47269  1.22329  0.039
O  1.87346  0.17521  0.53859  -0.077
H  -2.92411  -1.20102  2.23479  0.037
H  -3.55355  -1.96489  3.53190  0.077
O  -3.00210  -1.23768  3.22958  -0.079
H  2.98574  -0.07353  -1.91000  0.068
H  4.41340  0.54114  -2.31496  0.070
O  3.59534  0.16563  -2.65684  -0.067

---

> Number 2 is which compound?

C4H4N2O

---

> Number 8 is which compound?

C5H35N2O12

---

> Which formula does entry 3 have?

C6H5NO